# 1
{"formula": "C19H19Cl3N3O2SSbScSe4", "method": "ωB97M-V with the def2-TZVPD basis set", "energy_ev": -365608.5285, "multiplicity": 1, "molar_mass_g_mol": 942.36, "total_charge": -1, "elements": ["Sc", "N", "C", "O", "C", "C", "H", "H", "H", "H", "H", "H", "Se", "Sb", "Se", "Se", "Se", "Cl", "C", "C", "C", "C", "C", "C", "N", "C", "C", "N", "C", "O", "C", "C", "C", "Cl", "S", "C", "C", "C", "Cl", "C", "H", "H", "H", "H", "H", "H", "H", "H", "H", "H", "H", "H", "H"], "coordinates": [[-2.4198, -3.0856, 0.8835], [1.5658, -4.0853, 0.0302], [0.2777, -4.0661, 0.3813], [-0.4188, -3.0665, 0.1237], [-0.3214, -5.2574, 1.1017], [-1.5141, -4.8316, 1.9819], [1.9364, -3.3437, -0.5450], [2.1298, -4.8978, 0.2027], [0.4789, -5.7988, 1.6223], [-0.6722, -5.9202, 0.3016], [-1.1521, -4.4999, 2.9657], [-2.1653, -5.6915, 2.1541], [-5.5532, 0.2373, -1.1846], [-4.1788, -1.4588, -2.2227], [-4.2162, -3.6890, -0.6036], [-4.9690, -2.3115, -4.3137], [-1.7599, -1.0423, -2.1600], [3.6782, -1.7484, -1.6449], [2.5690, -0.5135, -1.1017], [1.6156, -0.0228, -1.9737], [0.7469, 0.9528, -1.5164], [0.8012, 1.4329, -0.2112], [-0.1876, 2.5023, 0.2065], [-1.6439, 2.0819, 0.0459], [-2.0501, 1.0173, 0.9545], [-3.2907, 0.9631, 1.5636], [-3.4479, -0.3032, 2.0087], [-2.3235, -1.0416, 1.6806], [-1.5092, -0.2063, 1.0422], [-0.0579, 3.6481, -0.6242], [0.9232, 4.5693, -0.1916], [2.3262, 4.0535, -0.3462], [3.2838, 4.0590, 0.6188], [3.1512, 4.6934, 2.2119], [4.7497, 3.3164, 0.1187], [4.0982, 3.0204, -1.4420], [2.8196, 3.4555, -1.5468], [1.7665, 0.9000, 0.6325], [1.8889, 1.4041, 2.2971], [2.6637, -0.0659, 0.2037], [1.5208, -0.4179, -2.9750], [-0.0139, 1.3254, -2.1882], [-0.0091, 2.7793, 1.2511], [-1.8489, 1.7386, -0.9734], [-2.2679, 2.9473, 0.2570], [-3.9689, 1.7953, 1.5394], [-4.3076, -0.7501, 2.4761], [-0.5638, -0.4832, 0.6174], [0.7464, 4.8572, 0.8506], [0.7773, 5.4520, -0.8164], [4.6931, 2.5202, -2.1883], [2.2140, 3.3375, -2.4331], [3.4092, -0.4613, 0.8778]], "lowdin_charge": [0.573, 0.207, -0.484, -0.118, -0.216, -0.274, 0.058, 0.114, 0.103, 0.125, 0.028, 0.027, -0.247, -0.319, -0.049, -0.267, -0.031, 0.676, -0.652, -0.109, -0.093, -0.217, -0.282, -0.053, -0.025, -0.077, -0.133, -0.053, -0.198, -0.085, -0.150, -0.321, -0.995, 0.636, 0.982, -0.398, -0.136, -0.587, 0.724, -0.136, 0.112, 0.096, 0.123, 0.104, 0.141, 0.116, 0.113, 0.099, 0.110, 0.138, 0.071, 0.125, 0.105]}

***

# 2
{"formula": "C19H19ClN6O", "method": "ωB97M-V with the def2-TZVPD basis set", "energy_ev": -43521.8365, "multiplicity": 1, "molar_mass_g_mol": 382.85, "smiles": "CCNCCc1nc2cc(Cl)ccc2c2nn(-c3nc(=O)cc(C)[nH]3)cc12", "total_charge": 0, "elements": ["C", "C", "N", "C", "C", "C", "N", "C", "C", "C", "Cl", "C", "C", "C", "C", "N", "N", "C", "N", "C", "O", "C", "C", "C", "N", "C", "C", "H", "H", "H", "H", "H", "H", "H", "H", "H", "H", "H", "H", "H", "H", "H", "H", "H", "H", "H"], "coordinates": [[-2.9862, -3.8597, -1.0731], [-2.7883, -3.2515, 0.3159], [-2.5743, -1.8025, 0.1837], [-3.7012, -0.9357, -0.2375], [-3.2844, 0.5076, -0.0118], [-2.0458, 0.8460, -0.7588], [-2.1076, 1.1092, -2.0868], [-0.9719, 1.3456, -2.7957], [-1.0349, 1.6221, -4.1712], [0.1170, 1.8707, -4.9609], [-0.0516, 2.1531, -6.6753], [1.3469, 1.7905, -4.3542], [1.4285, 1.4909, -3.0015], [0.3110, 1.2881, -2.2071], [0.3913, 1.0429, -0.8481], [1.4415, 0.9199, -0.0970], [0.9859, 0.5929, 1.1567], [1.7764, 0.3980, 2.2995], [1.2120, 0.0937, 3.4352], [2.0352, 0.0437, 4.5337], [1.5848, -0.2138, 5.6257], [3.4619, 0.3793, 4.4516], [3.9736, 0.6296, 3.2140], [5.3843, 1.1244, 2.9787], [3.1410, 0.5480, 2.1101], [-0.4090, 0.4910, 1.1274], [-0.7868, 0.7899, -0.1437], [-3.9656, -3.6626, -1.5146], [-2.2086, -3.4380, -1.7629], [-2.7845, -4.9077, -1.0127], [-3.6613, -3.4508, 0.9307], [-1.9217, -3.7046, 0.8425], [-1.7813, -1.6321, -0.4270], [-4.5731, -1.2239, 0.2810], [-3.8873, -1.0756, -1.2888], [-4.1157, 1.1870, -0.2946], [-3.1664, 0.6301, 1.0657], [-2.0075, 1.7031, -4.5952], [2.2296, 1.9029, -4.9611], [2.4021, 1.3948, -2.5550], [4.0185, 0.4667, 5.3799], [5.9977, 0.3964, 2.4870], [5.8421, 1.3103, 3.9272], [5.3984, 2.0185, 2.3458], [3.3964, 0.8860, 1.1976], [-1.0610, 0.1855, 1.9456]], "lowdin_charge": [-0.105, -0.268, -0.083, -0.205, -0.123, -0.200, 0.178, -0.218, -0.014, -0.645, 0.659, -0.106, -0.006, -0.113, -0.220, 0.166, -0.010, -0.249, 0.214, -0.514, 0.051, 0.055, -0.265, -0.016, 0.159, 0.078, -0.128, 0.069, 0.086, 0.051, 0.103, 0.114, 0.093, 0.106, 0.104, 0.133, 0.112, 0.100, 0.104, 0.112, 0.125, 0.075, 0.074, 0.090, 0.135, 0.140]}

***

# 3
{"formula": "C19H19ClNO", "method": "ωB97M-V with the def2-TZVPD basis set", "energy_ev": -36065.2776, "multiplicity": 1, "molar_mass_g_mol": 312.82, "smiles": "CC(C)C/[NH+]=c1\\cc(-c2ccccc2)oc2ccc(Cl)cc12", "total_charge": 1, "elements": ["C", "C", "C", "C", "N", "C", "C", "C", "C", "C", "C", "C", "C", "C", "O", "C", "C", "C", "C", "Cl", "C", "C", "H", "H", "H", "H", "H", "H", "H", "H", "H", "H", "H", "H", "H", "H", "H", "H", "H", "H", "H"], "coordinates": [[3.5806, 0.8285, -2.3190], [2.9043, 1.3183, -1.0245], [3.6905, 2.4847, -0.3523], [2.8064, 0.1284, -0.0208], [1.8824, -0.9326, -0.4728], [0.6199, -1.0466, -0.1337], [-0.0666, -0.0229, 0.6779], [-1.4144, -0.1513, 0.9399], [-2.1989, 0.8942, 1.6567], [-3.4865, 0.5666, 2.1830], [-4.2937, 1.5931, 2.7190], [-3.8464, 2.9279, 2.8448], [-2.5557, 3.2537, 2.3598], [-1.7929, 2.2595, 1.7419], [-2.1392, -1.2568, 0.5338], [-1.5678, -2.2071, -0.3201], [-2.4009, -3.2394, -0.8491], [-1.8849, -4.2233, -1.6926], [-0.5798, -4.0924, -2.1512], [0.0703, -5.2034, -3.2721], [0.2925, -3.1313, -1.6274], [-0.1797, -2.2018, -0.6672], [3.3109, 1.4960, -3.1318], [3.2268, -0.1852, -2.5610], [4.6587, 0.7922, -2.1900], [1.8688, 1.6295, -1.2451], [3.1369, 2.9085, 0.5025], [4.7023, 2.1476, -0.0478], [3.7869, 3.2815, -1.0845], [3.7930, -0.3048, 0.0939], [2.5358, 0.5167, 0.9876], [2.3125, -1.6931, -1.0052], [0.4780, 0.8276, 1.0014], [-3.9008, -0.4364, 2.2142], [-5.2783, 1.3739, 3.1234], [-4.4513, 3.6994, 3.2896], [-2.2357, 4.2815, 2.4578], [-0.8216, 2.5609, 1.4121], [-3.4517, -3.2225, -0.4896], [-2.4432, -5.0932, -2.0944], [1.3322, -3.1261, -1.9869]], "lowdin_charge": [-0.062, -0.400, -0.063, -0.136, 0.093, -0.101, 0.088, -0.120, -0.125, 0.003, -0.052, -0.040, -0.051, -0.019, 0.083, -0.124, 0.041, -0.062, -0.675, 0.746, -0.034, -0.048, 0.084, 0.069, 0.085, 0.133, 0.080, 0.094, 0.079, 0.132, 0.130, 0.148, 0.095, 0.117, 0.108, 0.106, 0.109, 0.097, 0.143, 0.133, 0.114]}

***

# 4
{"formula": "C19H19F2N3O2", "method": "ωB97M-V with the def2-TZVPD basis set", "energy_ev": -33997.2322, "multiplicity": 1, "molar_mass_g_mol": 359.38, "total_charge": 0, "elements": ["O", "C", "N", "H", "C", "C", "C", "C", "C", "C", "C", "H", "H", "F", "H", "H", "H", "H", "C", "N", "C", "O", "N", "C", "C", "C", "C", "C", "C", "H", "H", "H", "F", "H", "H", "C", "C", "H", "H", "C", "H", "H", "H", "H", "H"], "coordinates": [[-2.6177, -0.6324, -1.4622], [-2.4824, -0.3546, -0.3722], [-2.4280, -1.1490, 0.6093], [-2.3028, -0.9115, 1.5322], [-2.2078, -2.8025, 0.2257], [-0.7890, -2.8370, 0.3043], [-0.2323, -3.1348, -0.8100], [1.2136, -3.0167, -1.2282], [1.9587, -2.7646, -0.0851], [1.4897, -2.5742, 1.2375], [0.0143, -2.3131, 1.3795], [-0.4836, -2.2032, 2.2160], [2.1112, -2.5222, 1.9827], [3.3777, -2.7092, -0.0741], [1.6960, -3.2565, -2.1820], [-0.8360, -3.2081, -1.7163], [-2.5759, -3.3956, 1.2553], [-2.7560, -2.9773, -0.4719], [-2.5001, 1.2205, 0.0679], [-1.2306, 1.4823, 0.5146], [-0.6422, 0.9745, 1.4189], [-1.3137, 0.4850, 2.5566], [0.7517, 1.3671, 1.6945], [1.6787, 1.1319, 0.8380], [3.0125, 1.7591, 0.6755], [4.0897, 1.4367, -0.0361], [3.7935, 0.5690, -1.2227], [2.5559, 0.4043, -1.4855], [1.4261, 0.3576, -0.4131], [0.5760, -0.0946, -0.6342], [2.3314, -0.1850, -2.4174], [4.5530, 0.6098, -2.0570], [5.2632, 1.9529, 0.2520], [3.2108, 1.9794, 1.8161], [1.0482, 1.1042, 2.5974], [-0.6822, 2.6753, -0.4567], [-1.9728, 3.2388, -1.0206], [-2.2608, 3.9423, 0.2218], [-1.9205, 3.8362, -1.7592], [-3.1490, 2.2401, -0.8464], [-2.8935, 1.5376, -1.7517], [-4.1904, 2.5342, -0.5490], [-0.3747, 1.9927, -1.3643], [-0.0251, 2.9485, 0.0323], [-3.2850, 1.2623, 0.9878]], "lowdin_charge": [0.143, -0.587, 0.171, 0.058, 0.049, -0.332, -0.050, 0.055, -0.251, 0.075, 0.076, 0.050, 0.050, -0.014, 0.119, 0.124, 0.189, 0.004, -0.238, 0.033, -0.396, -0.120, 0.141, -0.290, 0.015, -0.297, -0.067, -0.096, 0.033, 0.030, 0.122, 0.134, 0.098, 0.152, 0.139, 0.026, -0.095, 0.216, 0.022, -0.115, 0.142, 0.139, 0.168, -0.019, 0.194]}

***

# 5
{"formula": "C19H19F2N4O4PdS3", "method": "ωB97M-V with the def2-TZVPD basis set", "energy_ev": -75576.3753, "multiplicity": 1, "molar_mass_g_mol": 608.00, "total_charge": 1, "elements": ["Pd", "F", "C", "C", "C", "C", "C", "F", "C", "C", "C", "C", "C", "C", "N", "H", "H", "H", "H", "H", "H", "C", "C", "C", "C", "N", "N", "C", "H", "H", "H", "H", "H", "H", "H", "H", "S", "C", "N", "C", "C", "S", "H", "H", "H", "H", "H", "O", "S", "O", "O", "O"], "coordinates": [[0.0552, 0.3200, 0.1702], [-4.0028, -0.2777, 3.5764], [-2.7011, -0.0545, 3.3946], [-2.2204, 0.0210, 2.0994], [-0.8784, 0.2546, 1.9337], [-0.0095, 0.4407, 3.0108], [-0.5672, 0.3522, 4.2929], [0.2130, 0.5034, 5.3693], [-1.9015, 0.0990, 4.5081], [1.3834, 0.7230, 2.7016], [2.3723, 1.1177, 3.5999], [3.6384, 1.4251, 3.1359], [3.9167, 1.3217, 1.7788], [2.9021, 0.9179, 0.9402], [1.6775, 0.6329, 1.3913], [-2.9232, 0.0255, 1.2792], [-2.3057, 0.0389, 5.5082], [2.1360, 1.1947, 4.6456], [4.4053, 1.7415, 3.8298], [4.8948, 1.5387, 1.3764], [3.0751, 0.7540, -0.1166], [2.5623, 2.9460, -3.9743], [1.8678, 1.7540, -3.4131], [1.1686, 0.7351, -4.0158], [0.6612, -0.0573, -2.9774], [1.0634, 0.4199, -1.7974], [1.7969, 1.5226, -2.0911], [-0.1715, -1.2845, -3.1184], [2.8290, 2.7692, -5.0134], [3.4737, 3.1749, -3.4220], [1.9084, 3.8183, -3.9358], [1.0182, 0.5909, -5.0726], [2.0563, 2.1731, -1.3669], [-0.8674, -1.1600, -3.9473], [-0.7536, -1.4592, -2.2217], [0.4511, -2.1551, -3.3242], [0.4958, -1.9488, 0.5205], [-0.8627, -2.7896, -0.0562], [-2.0217, -2.2778, -0.3716], [-3.0356, -3.1731, -0.9305], [-2.5561, -4.6038, -0.6700], [-0.7712, -4.4933, -0.3049], [-2.1815, -1.2798, -0.2907], [-3.1466, -2.9720, -1.9961], [-3.9864, -2.9785, -0.4386], [-2.6770, -5.2298, -1.5491], [-3.0636, -5.0691, 0.1705], [-2.5425, 2.3877, 0.6011], [-1.7880, 2.0899, -0.5664], [-2.1391, 2.7088, -1.7995], [-0.2735, 2.2412, -0.2629], [-1.6747, 0.5099, -0.7899]], "lowdin_charge": [1.054, 0.109, -0.239, -0.027, -0.193, -0.107, -0.191, 0.098, 0.099, -0.180, 0.040, -0.007, -0.021, -0.097, -0.039, 0.112, 0.147, 0.119, 0.126, 0.120, 0.108, 0.000, -0.270, 0.040, -0.307, -0.027, 0.034, -0.011, 0.089, 0.086, 0.095, 0.125, 0.146, 0.098, 0.024, 0.097, 0.781, -1.047, -0.033, -0.162, -0.368, 1.000, 0.083, 0.131, 0.134, 0.085, 0.086, -0.253, 0.399, -0.233, -0.397, -0.456]}